H2P2S4 | ωB97M-V/def2-TZVPD

```
! wB97M-V def2-TZVPD RIJCOSX def2/J DEFGRID3
* xyz 0 3
P 1.4303 -1.0810 0.0513
H -2.3580 1.5293 0.3343
P -1.5452 -0.8222 -0.7047
S -1.8419 1.2806 -0.9425
S -0.4163 -1.1843 1.2279
S 1.9317 0.9646 0.4191
S 0.2973 -1.0631 -1.8232
H 2.5021 0.3762 1.4377
*
```

Computed properties:
HOMO level (alpha / beta): -6.159 / -9.078 eV
ΔE to the lowest compared entry with this formula, charge and spin: 0.9495 eV
LUMO (alpha / beta): -0.45 / -3.51 eV

C15H20Br3Cl2N3O2 | ωB97M-V/def2-TZVPD

```
! wB97M-V def2-TZVPD RIJCOSX def2/J DEFGRID3
* xyz 0 1
Br 0.6646 1.7190 7.3182
C -1.0352 3.2867 1.3505
H -3.5958 3.1286 -0.1429
C 1.6894 -6.4163 -1.4234
H -2.4399 4.0416 -2.8082
C 1.6236 -3.9923 -2.2351
H 1.6552 -3.7288 -4.3155
N 0.1770 1.5443 -1.5672
H 0.0681 -3.4907 -3.5595
H -2.2539 2.3994 -2.1716
C -0.6094 2.4312 2.3873
C 1.3570 -0.3617 -0.7837
H -0.8073 2.6660 3.4236
H 0.1891 -5.0130 -1.0650
H -0.6973 -0.3327 7.4773
H 1.1806 -6.8073 -2.2979
H -3.8850 4.6717 -0.9605
C -2.3840 3.4445 -1.8974
H 1.1328 0.2666 -2.8496
C -3.6696 3.6170 -1.1124
C 0.3385 -0.1320 7.7065
H 1.9421 -1.2365 -1.0365
O 2.1068 4.3053 -1.9217
Cl -5.0758 2.9084 -1.9610
Br 1.4012 -1.2807 6.5896
H -1.5593 4.1998 1.6043
C -0.7897 3.0114 0.0418
Br 0.5975 -0.5257 9.5711
C 0.8885 0.4858 -1.8146
H -0.3049 4.0256 -1.7232
C 0.9685 -4.1105 -3.5646
H 1.6207 -4.6449 -0.3028
C -1.1791 3.9258 -1.0796
Cl 0.6298 0.2786 3.3883
H -1.3958 4.9104 -0.6598
H 1.4728 3.6065 -1.7280
H 0.6896 -5.1335 -3.8128
H 2.7633 -6.3826 -1.5812
C 0.3828 0.9581 0.7660
C 0.0859 1.3022 2.1020
C -0.0816 1.8187 -0.2632
O 2.3697 -3.1664 -1.8477
H 1.4563 -7.0263 -0.5557
N 1.1044 -0.1534 0.4787
N 1.2078 -5.0183 -1.1629
*
```

Computed properties:
HOMO level: -4.150 eV
LUMO: -2.32 eV

Number 1: energy -2276.59954 a.u.. Number 2: energy -9540.53259 a.u..